C3H3O4 | the ωB97M-V functional and the def2-TZVPD basis

Calculated values
Energy relative to the best compared isomer or geometry (same formula, charge and spin): 121.7 kcal per mole
E: -11345.377 eV
Charge: -1
HOMO (spin up / spin down): -3.8 / -3.9 eV
2S+1: 1

Atoms and positions in Å:
O: 1.974 -0.160 -0.905
O: -0.953 -1.129 -0.368
O: 1.752 -0.542 1.300
O: -1.047 -3.222 -1.201
C: -0.596 1.154 0.303
C: 1.412 -0.402 0.157
C: -0.208 -0.259 0.040
H: 0.011 1.905 0.764
H: -0.670 1.334 -0.775
H: -1.675 1.321 0.687